[1]
{
  "formula": "C22H39HgNO2P2S2Te",
  "method": "ωB97M-V with the def2-TZVPD basis set",
  "homo_lumo_gap_ev": 6.39,
  "homo_ha": -0.077,
  "lumo_ev": 4.30,
  "total_energy_ev": -80751.4246,
  "charge": -2,
  "elements": ["Hg", "C", "C", "O", "P", "S", "S", "O", "C", "C", "H", "H", "H", "H", "H", "H", "H", "H", "H", "H", "N", "C", "C", "Te", "C", "C", "C", "C", "C", "C", "C", "H", "H", "H", "H", "H", "H", "H", "H", "C", "C", "C", "P", "C", "C", "C", "C", "C", "C", "H", "H", "H", "H", "H", "H", "H", "H", "H", "H", "H", "H", "H", "H", "H", "H", "H", "H", "H", "H", "H"],
  "xyz": [[0.497926, 0.630215, -0.222760], [-6.347801, 0.171764, 1.430478], [-5.169174, -0.221817, 0.555417], [-4.367355, -1.215037, 1.181207], [-3.065908, -0.865074, 2.098133], [-1.762720, -2.316960, 1.821748], [-2.588630, 1.050017, 1.979130], [-3.798899, -1.107223, 3.566950], [-2.952900, -0.962917, 4.700590], [-3.794395, -1.063626, 5.958968], [-6.957383, 0.916409, 0.913144], [-5.971646, 0.598951, 2.360591], [-6.962779, -0.698785, 1.667642], [-4.567338, 0.663246, 0.344724], [-5.509322, -0.654624, -0.389576], [-2.447115, 0.007587, 4.662661], [-2.182010, -1.740644, 4.684145], [-4.560036, -0.286106, 5.955949], [-3.155246, -0.937923, 6.835108], [-4.286211, -2.036612, 6.015755], [3.412192, 2.092855, -2.025882], [2.944511, 3.082472, -1.643208], [1.128981, 7.064160, -0.330154], [2.468040, 5.176293, -0.984400], [0.386059, 4.578339, -1.139716], [-0.322369, 5.720930, -1.769597], [-1.251246, 5.584711, -2.791094], [-1.796197, 6.701328, -3.415365], [-1.382995, 7.969677, -3.028977], [-0.450671, 8.117990, -2.012133], [0.077538, 7.007442, -1.346645], [1.527278, 8.072473, -0.192283], [0.789290, 6.679949, 0.636766], [0.046411, 4.406219, -0.116333], [0.287382, 3.650275, -1.698269], [-1.546006, 4.591343, -3.112990], [-2.525244, 6.582760, -4.208974], [-1.793781, 8.847464, -3.517789], [-0.124119, 9.109992, -1.715523], [4.697985, -4.081432, -0.683447], [4.126242, -2.704969, -1.021119], [4.514985, -2.273159, -2.438043], [2.305073, -2.281708, -0.808679], [1.375240, -3.318572, -2.064110], [1.760503, -4.778783, -2.308718], [-0.114602, -3.174514, -1.732345], [1.806494, -2.953454, 0.860997], [2.696594, -2.265489, 1.899729], [1.710972, -4.457254, 1.119054], [5.779135, -4.073850, -0.863333], [4.263779, -4.868068, -1.299779], [4.542646, -4.335800, 0.364222], [4.583442, -1.983437, -0.333909], [4.112788, -2.963843, -3.184367], [5.602713, -2.251341, -2.550015], [4.128872, -1.273257, -2.647068], [1.554888, -2.769897, -2.996264], [1.763297, -5.363086, -1.390253], [2.744652, -4.856745, -2.772422], [1.036098, -5.232153, -2.994336], [-0.378924, -3.694640, -0.811083], [-0.731083, -3.575011, -2.541805], [-0.376407, -2.123510, -1.594395], [0.798853, -2.537289, 0.980615], [3.701476, -2.697026, 1.920379], [2.257588, -2.365338, 2.894718], [2.785409, -1.199981, 1.673853], [2.630348, -4.986533, 0.869176], [0.888679, -4.907184, 0.563245], [1.506153, -4.620193, 2.182067]],
  "forces_ev_per_a": [[-0.1, 0.1, 0.1], [0.2, -0.1, 0.0], [-0.1, 0.1, 0.1], [0.1, 0.1, 0.0], [-0.4, 0.1, 0.3], [0.0, 0.1, 0.0], [0.0, -0.3, 0.0], [0.3, 0.1, -0.2], [0.0, 0.0, 0.1], [0.0, 0.0, -0.2], [0.0, 0.0, 0.0], [0.0, 0.0, 0.0], [0.0, 0.0, 0.0], [0.1, 0.0, -0.1], [0.0, 0.0, 0.0], [0.0, 0.0, 0.0], [0.0, 0.0, 0.0], [0.0, 0.0, 0.1], [0.0, 0.0, 0.0], [0.0, 0.0, 0.0], [0.0, 0.0, 0.0], [0.2, -0.6, -0.4], [-0.1, -0.1, 0.1], [-0.1, 0.8, 0.4], [-0.1, -0.1, 0.0], [0.0, 0.2, 0.0], [-0.1, 0.0, 0.0], [0.0, 0.0, 0.0], [0.0, 0.0, 0.0], [0.0, 0.0, 0.0], [-0.1, 0.1, -0.2], [0.2, -0.1, 0.0], [0.0, 0.0, 0.0], [0.1, 0.0, 0.0], [0.1, 0.0, 0.0], [0.0, 0.0, 0.0], [0.0, 0.0, 0.0], [0.0, 0.0, 0.0], [0.0, 0.0, 0.0], [0.0, 0.1, 0.0], [-0.2, 0.1, 0.0], [0.0, 0.1, 0.1], [0.2, -0.4, 0.0], [0.1, 0.1, 0.1], [0.0, 0.1, -0.1], [0.1, 0.1, -0.1], [0.1, 0.0, -0.2], [-0.1, 0.1, -0.1], [-0.1, 0.1, 0.0], [0.0, 0.0, 0.0], [0.0, 0.0, 0.0], [0.0, 0.0, 0.0], [0.0, 0.0, 0.0], [0.0, 0.0, 0.0], [0.0, 0.0, 0.0], [0.0, 0.0, -0.1], [0.0, 0.0, 0.0], [0.0, 0.0, 0.0], [0.0, 0.0, 0.0], [0.0, 0.0, 0.0], [0.0, 0.0, 0.0], [0.0, 0.0, 0.0], [-0.1, 0.0, 0.1], [0.1, 0.0, 0.0], [0.0, 0.0, 0.0], [0.0, 0.0, 0.0], [0.0, 0.0, 0.1], [0.0, 0.0, 0.0], [0.0, 0.0, 0.0], [0.0, 0.0, 0.0]],
  "nbo_charge": [0.017, -0.631, -0.062, -0.835, 1.611, -0.754, -0.736, -0.838, -0.077, -0.616, 0.191, 0.225, 0.194, 0.210, 0.161, 0.190, 0.183, 0.202, 0.193, 0.198, -0.552, -0.087, -0.788, 0.467, -0.671, 0.020, -0.221, -0.269, -0.235, -0.246, -0.028, 0.187, 0.201, 0.222, 0.235, 0.200, 0.190, 0.186, 0.188, -0.613, -0.513, -0.616, 0.841, -0.515, -0.613, -0.617, -0.548, -0.611, -0.612, 0.190, 0.200, 0.203, 0.221, 0.187, 0.193, 0.247, 0.214, 0.206, 0.195, 0.193, 0.215, 0.192, 0.240, 0.275, 0.182, 0.210, 0.230, 0.189, 0.207, 0.204]
}

[2]
{
  "formula": "C22H39N3O3Si3Sn",
  "method": "ωB97M-V with the def2-TZVPD basis set",
  "homo_lumo_gap_ev": 8.14,
  "e_above_lowest_kj_mol": 3.6,
  "homo_ha": -0.296,
  "lumo_ev": 0.07,
  "total_energy_ev": -63530.5326,
  "charge": 0,
  "elements": ["Sn", "C", "Si", "C", "C", "C", "Si", "C", "C", "C", "Si", "C", "C", "C", "C", "C", "C", "C", "N", "H", "H", "H", "H", "H", "H", "H", "H", "H", "H", "H", "H", "H", "H", "H", "H", "H", "H", "H", "H", "H", "H", "H", "H", "H", "H", "H", "H", "C", "C", "C", "C", "C", "C", "O", "N", "C", "O", "N", "C", "O", "H", "H", "H", "H", "H", "H", "H", "H", "H", "H", "H"],
  "xyz": [[-0.318117, 1.687517, 0.082549], [-2.828321, 3.324356, -1.753997], [-2.722315, 1.478216, -2.112543], [-3.946534, 0.724967, -0.890591], [-3.419995, 1.213267, -3.837660], [-0.979039, 0.788969, -1.892342], [0.151923, 1.266226, -3.317300], [1.977746, 1.143484, -2.898910], [-0.084499, 3.050630, -3.862634], [-0.142076, 0.180182, -4.827058], [-1.031071, -1.043152, -1.639861], [0.593691, -1.969539, -1.779570], [-2.259923, -2.014133, -2.678329], [-1.563237, -1.240401, 0.186520], [-2.121352, -2.391995, 0.733373], [-2.470717, -2.425370, 2.073034], [-2.242583, -1.306391, 2.860585], [-1.665863, -0.197567, 2.274877], [-1.350645, -0.171653, 0.975909], [-3.834184, 3.666545, -2.013820], [-2.117392, 3.923665, -2.320897], [-2.679963, 3.546224, -0.694426], [-4.938479, 1.133135, -1.103033], [-3.700238, 0.998176, 0.138827], [-4.022581, -0.362194, -0.933299], [-4.452885, 1.571526, -3.857272], [-3.424998, 0.164028, -4.136150], [-2.865070, 1.774060, -4.591929], [2.252325, 1.852997, -2.115088], [2.556280, 1.395569, -3.791952], [2.281474, 0.153575, -2.560851], [0.106831, 3.750786, -3.045547], [-1.078097, 3.260493, -4.260593], [0.639285, 3.266223, -4.653224], [0.113543, -0.865432, -4.641808], [0.490508, 0.526699, -5.648851], [-1.178304, 0.216296, -5.166381], [0.976953, -1.984903, -2.801452], [0.432678, -3.007036, -1.473131], [1.353557, -1.531189, -1.134417], [-1.988658, -1.946431, -3.734334], [-3.290418, -1.674973, -2.575189], [-2.222338, -3.072000, -2.403543], [-2.285780, -3.255608, 0.101650], [-2.911938, -3.315799, 2.502813], [-2.485847, -1.290192, 3.913214], [-1.414559, 0.680978, 2.855400], [4.099215, 1.576025, 4.413668], [3.657077, 0.188217, 4.861116], [2.814212, -0.545921, 3.806581], [2.402665, -1.937226, 4.336081], [1.551620, -2.739489, 3.357619], [3.671841, -0.771101, 2.575943], [4.748041, -1.320046, 2.608539], [3.142340, -0.336722, 1.377911], [1.918467, 0.282796, 1.260563], [1.547693, 0.543535, 0.066432], [1.156187, 0.594066, 2.277180], [1.525913, 0.250585, 3.552264], [0.815384, 0.523301, 4.501198], [4.683791, 2.064802, 5.192788], [3.239275, 2.213300, 4.197220], [4.724688, 1.526361, 3.519311], [3.047149, 0.259482, 5.762009], [4.525286, -0.433928, 5.083644], [1.854221, -1.769078, 5.263810], [3.318209, -2.481114, 4.575011], [0.626712, -2.213353, 3.109139], [1.278669, -3.703131, 3.788319], [2.088518, -2.939572, 2.426962], [3.674047, -0.504620, 0.535924]],
  "forces_ev_per_a": [[0.0, -0.1, 0.0], [0.0, 0.0, 0.0], [0.0, 0.0, 0.0], [0.0, 0.0, 0.0], [0.0, 0.0, 0.0], [0.0, 0.0, 0.0], [0.0, 0.0, 0.0], [0.0, 0.0, 0.0], [0.0, 0.0, 0.0], [0.0, 0.0, 0.0], [0.0, 0.0, 0.0], [0.0, 0.0, 0.0], [0.0, 0.0, 0.0], [0.0, 0.0, 0.0], [0.0, 0.0, 0.0], [0.0, 0.0, 0.0], [0.0, 0.0, 0.0], [0.0, 0.0, 0.0], [0.0, 0.0, 0.0], [0.0, 0.0, 0.0], [0.0, 0.0, 0.0], [0.0, 0.0, 0.0], [0.0, 0.0, 0.0], [0.0, 0.0, 0.0], [0.0, 0.0, 0.0], [0.0, 0.0, 0.0], [0.0, 0.0, 0.0], [0.0, 0.0, 0.0], [0.0, 0.0, 0.0], [0.0, 0.0, 0.0], [0.0, 0.0, 0.0], [0.0, 0.0, 0.0], [0.0, 0.0, 0.0], [0.0, 0.0, 0.0], [0.0, 0.0, 0.0], [0.0, 0.0, 0.0], [0.0, 0.0, 0.0], [0.0, 0.0, 0.0], [0.0, 0.0, 0.0], [0.0, 0.0, 0.0], [0.0, 0.0, 0.0], [0.0, 0.0, 0.0], [0.0, 0.0, 0.0], [0.0, 0.0, 0.0], [0.0, 0.0, 0.0], [0.0, 0.0, 0.0], [0.0, 0.0, 0.0], [0.0, 0.0, 0.0], [0.0, 0.0, 0.0], [0.0, 0.0, 0.0], [0.0, 0.0, 0.0], [0.0, 0.0, 0.0], [0.0, 0.0, 0.0], [0.0, 0.0, 0.0], [0.0, 0.0, 0.0], [0.0, 0.0, 0.0], [0.0, 0.0, 0.0], [0.1, 0.1, 0.0], [0.0, 0.0, 0.0], [0.0, 0.0, 0.0], [0.0, 0.0, 0.0], [0.0, 0.0, 0.0], [0.0, 0.0, 0.0], [0.0, 0.0, 0.0], [0.0, 0.0, 0.0], [0.0, 0.0, 0.0], [0.0, 0.0, 0.0], [0.0, 0.0, 0.0], [0.0, 0.0, 0.0], [0.0, 0.0, 0.0], [0.0, 0.0, 0.0]],
  "lowdin_charge": [1.224, -0.198, 0.334, -0.172, -0.170, -0.655, 0.353, -0.180, -0.183, -0.168, 0.433, -0.155, -0.163, -0.279, -0.049, -0.046, -0.039, -0.138, -0.089, 0.039, 0.013, 0.006, 0.040, 0.028, 0.018, 0.037, 0.021, 0.022, 0.027, 0.038, 0.017, 0.034, 0.019, 0.037, 0.018, 0.037, 0.019, 0.030, 0.039, 0.013, 0.032, 0.022, 0.034, 0.106, 0.113, 0.115, 0.106, -0.071, -0.176, -0.313, -0.163, -0.065, -0.418, 0.112, 0.227, -0.538, -0.211, 0.139, -0.452, 0.077, 0.076, 0.080, 0.079, 0.120, 0.121, 0.122, 0.123, 0.062, 0.078, 0.080, 0.169]
}

- Which of these has the lowest charge?
  C22H39HgNO2P2S2Te